Entry 1:
# C30H22BrMnN6O4

A molecular structure, C30H22BrMnN6O4 at a distorted geometry (ωB97M-V with the def2-TZVPD basis set, the Open Molecules 2025 dataset).

```
64
C30H22BrMnN6O4 ωB97M-V with the def2-TZVPD basis set
Mn 1.516 1.653 0.501
O -1.131 6.329 1.203
C -1.615 5.818 0.062
C -2.602 6.562 -0.591
C -3.150 6.111 -1.769
C -2.735 4.904 -2.338
C -1.764 4.168 -1.703
C -1.186 4.600 -0.500
C -0.162 3.762 0.125
O 0.183 2.660 -0.464
N 0.365 4.153 1.281
N 1.265 3.240 1.691
C 1.925 3.322 2.780
C 2.842 2.209 3.025
C 3.610 2.114 4.174
C 4.446 1.018 4.334
C 4.491 0.050 3.344
C 3.696 0.215 2.222
N 2.893 1.263 2.058
H -0.451 5.722 1.553
H -2.910 7.495 -0.140
H -3.913 6.703 -2.258
H -3.170 4.556 -3.263
H -1.423 3.232 -2.123
H 1.817 4.145 3.477
H 3.552 2.884 4.930
H 5.053 0.926 5.224
H 5.125 -0.820 3.429
H 3.700 -0.518 1.424
Br -4.461 -9.506 -2.932
C -3.581 -7.971 -2.286
C -4.167 -7.234 -1.259
C -3.534 -6.107 -0.781
C -2.307 -5.721 -1.335
C -1.733 -6.466 -2.367
C -2.366 -7.597 -2.842
N -1.574 -4.599 -0.940
N -2.047 -4.006 0.064
C -1.427 -2.809 0.392
C -1.697 -2.414 1.716
C -1.155 -1.296 2.286
C -0.282 -0.460 1.530
O 0.217 0.608 1.982
C 0.003 -0.848 0.155
N 0.822 0.005 -0.509
C 0.981 -0.165 -1.815
C 0.392 -1.218 -2.505
C -0.379 -2.133 -1.828
C -0.597 -1.972 -0.446
H -5.114 -7.552 -0.845
H -3.974 -5.528 0.017
H -0.784 -6.147 -2.776
H -1.929 -8.190 -3.633
H -2.359 -3.060 2.277
H -1.371 -1.001 3.303
H 1.568 0.575 -2.340
H 0.546 -1.301 -3.572
H -0.830 -2.958 -2.350
C 3.979 1.060 -1.572
C 3.063 1.842 -0.676
O 3.179 3.003 -0.409
H 5.000 1.246 -1.238
H 3.885 1.451 -2.587
H 3.765 -0.005 -1.565
```

The max |F| comes out at 3.3 eV/Å. As for the HOMO energy (alpha / beta): -9.472 / -9.476 eV. The value obtained for the HOMO-LUMO gap (alpha / beta) is 4.6 / 5.0 eV. The value obtained for the relative energy (zero: lowest compared OMol25 entry of this formula, charge and spin) is 0.8220 eV. The expectation value of S² is 4.0852. Its spin multiplicity is 4. As for the net charge: +1.

=====

Entry 2:
# C10H14O8Rb

A molecular structure, C10H14O8Rb at a distorted geometry (ωB97M-V with the def2-TZVPD basis set, the Open Molecules 2025 dataset).

```
33
C10H14O8Rb ωB97M-V with the def2-TZVPD basis set
Rb -1.916 -0.071 -2.098
C -0.437 2.006 2.414
C -0.499 1.750 3.819
C -1.705 0.812 4.462
O -1.844 0.667 5.642
C -2.561 0.010 3.567
C -2.326 0.231 2.196
C -1.270 1.269 1.580
O -1.061 1.457 0.304
O -3.087 -0.483 1.382
O 0.380 2.154 4.535
H 0.348 2.621 1.998
H -3.429 -0.554 3.875
C 1.294 -1.357 0.511
C 0.694 -2.494 1.412
O 0.521 -3.726 0.755
O 0.302 -1.045 -0.487
H 2.141 -1.600 -0.130
H 1.486 -0.502 1.160
H -0.250 -2.257 1.901
H 1.346 -2.764 2.244
H 0.249 -3.536 -0.146
H -0.021 -0.182 -0.217
C 1.348 1.688 -3.843
C 0.661 0.552 -4.698
O 0.302 -0.672 -3.881
O 2.465 1.386 -2.970
H 0.555 2.059 -3.193
H 1.649 2.496 -4.509
H 1.595 0.152 -5.095
H -0.006 0.901 -5.486
H 0.707 -1.436 -4.297
H 2.369 0.468 -2.706
```

The max |F| comes out at 5.2 eV/Å. As for the HOMO energy (alpha / beta): -7.813 / -7.687 eV. The value obtained for the HOMO-LUMO gap (alpha / beta) is 7.0 / 5.6 eV. The expectation value of S² is 0.7824. Its spin multiplicity is 2.

=====

Entry 3:
# C60H137N7O12

9 unconnected molecules or ions with the total composition C60H137N7O12 at a distorted geometry (ωB97M-V with the def2-TZVPD basis set, the Open Molecules 2025 dataset).

```
216
C60H137N7O12 ωB97M-V with the def2-TZVPD basis set
C 0.356 -0.362 -1.538
C 1.434 0.644 -1.004
C 1.214 1.026 0.490
O 2.763 0.115 -1.053
H 0.340 -1.342 -1.060
H 0.692 -0.626 -2.541
H -0.596 0.168 -1.535
H 1.368 1.645 -1.431
H 2.044 1.464 1.044
H 0.848 0.178 1.068
H 0.321 1.652 0.492
H 2.844 -0.466 -0.293
C 8.645 -2.315 4.089
C 7.582 -1.398 3.389
C 8.312 -0.335 2.548
O 6.797 -2.157 2.624
H 8.048 -2.797 4.863
H 9.378 -1.712 4.626
H 9.174 -2.935 3.364
H 6.968 -0.997 4.195
H 9.033 0.137 3.216
H 7.600 0.428 2.233
H 8.918 -0.710 1.723
H 7.291 -2.870 2.211
C -0.349 5.884 -1.940
O 0.308 5.896 -3.198
C -0.601 6.251 -4.308
C 0.277 6.118 -5.504
N 0.390 4.682 -5.725
C 0.998 4.338 -6.988
C 1.081 2.749 -7.171
O 1.495 2.581 -8.481
C 2.963 2.556 -8.627
H -1.044 6.719 -1.854
H 0.373 5.844 -1.124
H -1.003 5.017 -1.852
H -0.997 7.249 -4.118
H -1.502 5.639 -4.350
H 1.141 6.774 -5.392
H -0.310 6.581 -6.298
H 0.933 4.280 -4.974
H 2.047 4.600 -7.125
H 0.303 4.693 -7.749
H 0.067 2.369 -7.045
H 1.776 2.275 -6.478
H 3.374 2.272 -9.595
H 3.486 1.812 -8.026
H 3.340 3.556 -8.413
C 3.100 -5.440 -9.319
O 2.394 -6.098 -10.337
C 1.792 -5.280 -11.295
C 0.829 -6.125 -12.159
N 1.603 -6.948 -13.120
C 0.602 -7.750 -13.877
C -0.467 -7.055 -14.720
O -1.328 -8.012 -15.365
C -2.528 -7.406 -15.894
H 3.265 -6.090 -8.460
H 2.434 -4.626 -9.032
H 4.042 -5.056 -9.711
H 2.548 -4.766 -11.887
H 1.144 -4.568 -10.783
H 0.211 -5.401 -12.692
H 0.065 -6.697 -11.632
H 2.248 -7.484 -12.556
H 0.108 -8.440 -13.193
H 1.196 -8.313 -14.597
H 0.097 -6.363 -15.345
H -1.037 -6.416 -14.046
H -3.340 -7.182 -15.202
H -3.079 -8.019 -16.607
H -2.387 -6.517 -16.509
C 4.380 4.477 13.147
O 5.120 4.864 11.958
C 6.438 4.240 11.926
C 7.163 4.491 10.566
N 6.819 3.492 9.502
C 5.514 3.746 8.898
C 5.467 4.964 7.946
O 6.650 4.854 7.141
C 6.747 5.980 6.349
H 4.677 4.999 14.057
H 4.398 3.393 13.255
H 3.399 4.851 12.853
H 6.397 3.162 12.083
H 7.012 4.638 12.763
H 8.244 4.525 10.697
H 7.062 5.472 10.103
H 7.413 3.625 8.696
H 4.751 3.927 9.655
H 5.224 2.941 8.223
H 5.455 5.861 8.564
H 4.578 4.869 7.322
H 7.107 6.798 6.973
H 5.858 6.132 5.737
H 7.517 5.849 5.590
C 9.463 2.523 -6.334
C 9.259 2.246 -4.851
C 10.593 2.492 -4.060
C 11.054 3.934 -3.912
C 9.829 4.572 -3.238
C 8.451 4.539 -3.879
N 8.185 3.157 -4.316
O 6.942 2.883 -4.763
C 7.330 4.974 -2.900
C 8.387 5.665 -4.995
C 8.791 0.822 -4.457
H 10.253 1.877 -6.715
H 9.749 3.545 -6.582
H 8.600 2.247 -6.941
H 10.530 1.972 -3.105
H 11.426 1.964 -4.522
H 11.158 4.381 -4.901
H 11.984 4.096 -3.367
H 10.109 5.583 -2.942
H 9.698 4.134 -2.248
H 7.252 4.420 -1.965
H 7.468 6.037 -2.702
H 6.357 4.825 -3.368
H 9.054 5.354 -5.798
H 7.354 5.847 -5.293
H 8.891 6.549 -4.604
H 8.696 0.526 -3.413
H 9.675 0.247 -4.733
H 7.938 0.523 -5.068
H 6.492 2.489 -4.012
C -4.665 -6.114 -0.840
C -4.169 -7.412 -1.574
C -3.092 -8.038 -0.648
C -3.567 -8.776 0.590
C -4.556 -9.883 0.230
C -5.709 -9.463 -0.795
N -5.240 -8.406 -1.785
O -6.210 -7.837 -2.583
C -6.130 -10.776 -1.602
C -6.816 -8.958 0.138
C -3.453 -6.985 -2.911
H -5.435 -6.416 -0.130
H -5.074 -5.498 -1.641
H -3.937 -5.590 -0.221
H -2.349 -8.638 -1.173
H -2.448 -7.277 -0.207
H -3.952 -7.966 1.209
H -2.830 -9.345 1.157
H -5.030 -10.202 1.158
H -3.957 -10.740 -0.076
H -6.532 -10.423 -2.552
H -5.165 -11.224 -1.840
H -6.874 -11.445 -1.171
H -7.044 -9.832 0.749
H -6.449 -8.231 0.863
H -7.679 -8.792 -0.507
H -4.225 -6.574 -3.561
H -2.984 -7.899 -3.275
H -2.666 -6.262 -2.698
H -6.715 -7.349 -1.928
C -6.267 0.214 11.089
C -4.828 0.008 10.598
C -4.273 -1.271 11.323
C -2.884 -1.599 10.888
C -2.858 -1.857 9.337
C -3.560 -0.755 8.483
N -4.848 -0.229 9.126
O -5.585 0.661 8.324
C -2.547 0.351 8.270
C -3.869 -1.424 7.130
C -4.009 1.230 11.133
H -6.227 0.228 12.178
H -6.850 -0.511 10.520
H -6.593 1.166 10.670
H -4.116 -1.025 12.373
H -4.945 -2.102 11.110
H -2.544 -2.462 11.460
H -2.268 -0.789 11.279
H -3.482 -2.724 9.121
H -1.823 -1.976 9.014
H -1.699 -0.089 7.745
H -2.998 1.182 7.728
H -2.029 0.722 9.154
H -4.575 -2.255 7.167
H -4.293 -0.781 6.359
H -2.956 -1.866 6.731
H -2.971 1.331 10.816
H -3.992 1.224 12.222
H -4.414 2.192 10.819
H -6.369 0.181 8.046
C -9.710 5.835 1.870
C -9.912 4.409 2.533
C -11.456 3.995 2.226
C -11.688 3.378 0.810
C -10.698 2.264 0.570
C -9.154 2.681 0.747
N -9.021 3.315 2.067
O -7.742 3.499 2.501
C -8.290 1.317 0.759
C -8.654 3.493 -0.522
C -9.900 4.672 4.070
H -10.367 6.558 2.353
H -9.971 5.988 0.823
H -8.731 6.309 1.948
H -11.666 3.195 2.937
H -12.108 4.816 2.524
H -11.509 4.035 -0.041
H -12.710 3.020 0.684
H -10.886 1.955 -0.458
H -10.867 1.396 1.208
H -8.682 0.718 -0.063
H -7.229 1.538 0.646
H -8.335 0.830 1.733
H -8.890 2.973 -1.450
H -9.184 4.445 -0.521
H -7.587 3.712 -0.484
H -10.074 3.829 4.738
H -10.524 5.503 4.397
H -8.863 4.864 4.348
H -7.760 3.148 3.394
```

The max |F| comes out at 3.9 eV/Å. As for the SMILES: CC1(C)CCCC(C)(C)N1O.CC1(C)CCCC(C)(C)N1O.CC1(C)CCCC(C)(C)N1O.CC1(C)CCCC(C)(C)N1O.COCCNCCOC.COCCNCCOC.COCCNCCOC.CC(C)O.CC(C)O. As for the HOMO energy: -7.702 eV. The value obtained for the HOMO-LUMO gap is 8.1 eV. The value obtained for the relative energy (zero: lowest compared OMol25 entry of this formula, charge and spin) is 5.4485 eV.

=====

What is the formula in the third record? C60H137N7O12

=====

Number 3 is which compound? C60H137N7O12

=====

What is the formula in the first record? C30H22BrMnN6O4

=====

Which value of max |F| does entry 2 give? 5.2 eV/Å